This record from OMol25 describes 5 unconnected molecules or ions with the total composition C51H60BBrFNO13PS2 in a non-equilibrium geometry. The level of theory is ωB97M-V with the def2-TZVPD basis set.

## Properties
* DFT total energy: -6848.245525 a.u.
* net charge: -1
* HOMO energy: -5.4 eV
* energy relative to the best compared isomer or geometry (same formula, charge and spin): 132.08 kcal/mol
* LUMO level: -0.553 eV
* multiplicity: 1

```
131
Properties=species:S:1:pos:R:3:forces:R:3
C 4.994378 -1.516895 -1.998617 0.4 -0.1 -1.3
C 5.571014 -2.766405 -1.174506 0.5 -0.3 0.3
C 4.583466 -3.361328 -0.053746 0.0 -0.3 -2.4
Br 5.724992 -4.607607 1.064178 -0.7 0.4 -0.4
B 3.819191 -2.242184 0.875671 -1.3 -0.9 1.1
C 5.021092 -1.422363 1.654433 0.6 2.6 2.3
C 4.920269 0.167689 1.562319 2.2 1.7 -3.5
O 5.392513 0.829114 0.596308 -2.2 -2.6 4.3
F 4.323852 0.968736 2.607119 0.8 -1.9 -1.5
O 2.700802 -1.458386 0.269530 -1.2 0.9 -0.1
C 1.400005 -2.000545 0.647338 0.7 -1.8 -1.0
C 1.213813 -3.303364 -0.333430 -0.2 -0.4 0.7
C 1.630849 -3.019161 -1.858706 -2.1 0.2 -0.4
C 0.374841 -3.499605 -2.798335 1.2 -1.1 0.0
S -0.358255 -1.998614 -3.612632 -1.3 -0.6 0.3
C -2.200862 -2.042534 -3.548239 -0.9 -0.4 -0.7
S -3.012113 -2.000953 -5.035393 1.2 0.3 2.1
N -2.945114 -2.099609 -2.249473 0.2 0.0 -2.3
C -4.087630 -1.112750 -2.263370 -0.9 0.8 0.6
C -4.357214 -0.452531 -0.817610 -0.1 -0.1 0.6
C -3.436497 -3.507402 -2.153442 0.0 -1.7 1.2
C -4.464030 -3.776662 -0.942254 0.2 -0.5 -0.4
C 0.079731 -1.160355 0.299518 0.2 0.7 -1.4
O -1.021192 -1.392315 1.256230 2.7 2.1 0.4
O -1.904157 -2.303446 0.761207 -1.0 -2.6 -0.4
C 1.686530 -2.488469 2.157481 3.0 -0.1 0.1
C 1.905593 -1.428804 3.346529 -1.4 1.3 0.8
C 0.956030 -0.147834 3.332328 -2.9 2.6 1.0
C -0.259954 -0.140714 4.336290 0.0 3.4 -1.8
C -1.254410 1.066723 4.452332 2.8 -0.2 -2.4
C -1.101272 2.328496 3.521883 2.7 -4.2 0.5
C 0.098207 2.310407 2.546025 -0.4 -1.4 1.6
C 0.275986 3.589443 1.587150 -0.9 -1.2 -0.4
C 1.120636 1.117251 2.461388 -2.9 -0.2 2.2
P 0.813708 -4.127681 2.681640 -0.4 -0.2 -1.2
C 2.199804 -5.292905 3.329700 -0.4 0.0 -0.4
C -0.443915 -3.822526 4.067710 0.0 -0.7 1.3
C 0.245306 -4.130319 5.489988 -0.2 -0.9 0.3
O 3.061303 -2.972798 1.945339 -1.3 -0.7 0.5
H 5.332204 -1.668052 -3.098400 -0.5 0.3 1.6
H 5.428900 -0.501185 -1.688224 -0.7 -1.6 -0.1
H 3.858618 -1.438231 -2.030785 1.6 -0.2 0.3
H 5.847659 -3.649306 -1.868850 -0.4 1.5 0.9
H 6.567519 -2.447848 -0.681689 -1.6 -0.5 -0.7
H 3.862872 -4.075752 -0.611541 1.2 1.1 1.1
H 6.082277 -1.701490 1.348086 -1.5 0.5 0.2
H 4.931499 -1.707390 2.773556 0.2 0.4 -1.8
H 1.800273 -4.215739 0.019312 -0.7 1.3 -0.2
H 0.096962 -3.585460 -0.227784 1.8 0.3 -0.5
H 2.529441 -3.610348 -2.233445 -1.0 1.0 0.9
H 1.738625 -1.888312 -2.068799 0.2 -1.9 0.5
H -0.367530 -4.159901 -2.238958 0.9 1.2 -0.7
H 0.808486 -4.162523 -3.643814 -0.9 1.2 1.1
H -5.044595 -1.655405 -2.584207 1.3 0.9 0.2
H -3.891482 -0.240440 -2.987631 -0.1 -1.7 0.9
H -4.575500 0.666796 -0.889667 0.2 -1.6 -0.1
H -3.481050 -0.575578 -0.093274 -1.0 0.0 -1.2
H -5.269127 -0.932254 -0.305537 1.3 0.7 -0.8
H -2.531187 -4.196885 -1.971725 -1.2 1.2 -0.4
H -3.940486 -3.893185 -3.111684 0.7 0.8 1.1
H -4.298409 -4.853689 -0.579753 -0.2 1.5 -0.6
H -4.304192 -3.095932 -0.042628 -0.3 -0.8 -1.4
H -5.524330 -3.745590 -1.375713 1.4 0.3 1.0
H 0.282781 -0.030473 0.150084 -0.4 -1.8 0.9
H -0.351902 -1.506805 -0.718231 0.8 0.5 1.6
H -1.582937 -3.175374 1.121742 -0.2 0.9 -0.3
H 2.978705 -1.050471 3.467120 -1.5 -0.7 -0.7
H 1.669669 -1.989088 4.332524 0.4 1.0 -1.6
H -0.451701 -1.007416 5.049282 0.5 1.2 -1.1
H -2.094856 0.992080 5.237185 1.5 0.2 -1.4
H -1.861251 3.165083 3.640449 1.3 -1.1 -0.4
H -0.665736 3.615716 0.911386 1.5 0.0 1.0
H 1.158704 3.435909 0.874423 -1.1 0.4 1.3
H 0.292827 4.581133 2.150290 0.3 -1.5 -0.7
H 1.970028 1.192651 1.709149 -1.3 -0.1 1.2
H 1.644381 -6.209628 3.737573 0.9 1.3 -0.3
H 2.746868 -5.646510 2.375636 -0.7 0.9 1.7
H 2.892517 -4.788764 4.080439 -0.8 -1.0 -1.1
H -1.269094 -4.624972 3.933095 1.3 1.3 0.1
H -0.975215 -2.815782 3.997127 1.0 -1.2 0.0
H 1.334962 -3.762818 5.571457 -1.9 -0.3 -0.1
H -0.384185 -3.809835 6.397881 1.0 -0.2 -1.4
H 0.320735 -5.283888 5.569797 -0.1 1.8 -0.1
C -6.018057 4.515079 -3.073078 0.0 0.3 -0.2
C -5.378100 5.240130 -3.990975 -0.3 0.0 0.1
C -3.943088 5.026071 -4.273097 0.2 0.1 -0.1
O -3.357639 5.690404 -5.110923 -0.3 -0.7 0.3
C -3.245133 3.977151 -3.500564 0.0 -0.2 0.2
C -3.884809 3.251635 -2.582344 0.3 0.0 -0.2
C -5.320326 3.465551 -2.299908 -0.2 -0.3 0.4
O -5.905112 2.803056 -1.464152 0.1 0.2 -0.2
H -7.068500 4.658827 -2.853014 0.0 0.0 0.0
H -5.874178 6.011997 -4.566435 0.0 0.0 0.0
H -2.194669 3.833634 -3.720862 0.0 0.0 0.0
H -3.388206 2.479679 -2.006961 0.0 0.0 0.0
C -7.928148 0.885401 3.601206 -0.2 -0.2 -0.2
C -8.032940 -0.237447 2.889722 -0.2 0.3 0.1
C -6.906602 -1.190064 2.789735 0.1 -0.4 -0.3
O -7.000905 -2.214096 2.138917 0.0 0.3 0.2
C -5.661479 -0.850187 3.509832 0.2 0.2 0.2
C -5.556537 0.272931 4.221418 0.1 -0.3 -0.1
C -6.682416 1.225149 4.321493 0.1 0.4 0.2
O -6.588739 2.249512 4.972264 -0.1 -0.2 -0.2
H -8.742453 1.594324 3.684611 0.0 0.0 0.0
H -8.938107 -0.501444 2.356889 0.0 0.0 0.0
H -4.846780 -1.558865 3.426428 0.0 0.0 -0.1
H -4.651148 0.536821 4.753876 0.0 0.0 0.0
C 10.981195 -2.270440 1.530646 0.4 0.1 0.0
C 11.738873 -1.174829 1.592024 0.0 -0.3 0.0
C 11.142010 0.175825 1.517515 0.1 0.4 0.0
O 11.834558 1.176349 1.571587 -0.1 -0.2 0.0
C 9.673678 0.264980 1.374026 -0.2 -0.1 0.0
C 8.915133 -0.830524 1.312592 0.0 0.3 0.0
C 9.511761 -2.181928 1.387175 -0.4 -0.4 0.0
O 8.822159 -3.182854 1.333278 0.4 0.4 0.0
H 11.401702 -3.267045 1.582915 0.0 0.0 0.0
H 12.815775 -1.222287 1.697742 0.0 0.0 0.0
H 9.253358 1.261576 1.321633 0.0 0.0 0.0
H 7.838630 -0.781652 1.206677 0.0 0.0 0.0
C -2.789716 10.702944 -7.626414 -0.1 0.2 0.3
C -2.997824 10.824424 -6.315015 0.0 0.2 -0.3
C -3.007465 9.641603 -5.427540 0.0 0.0 0.3
O -3.199583 9.751926 -4.230384 0.0 0.0 -0.3
C -2.776036 8.320400 -6.049393 0.2 -0.1 0.0
C -2.567941 8.199582 -7.361417 -0.1 0.0 0.3
C -2.558262 9.381398 -8.248690 0.1 -0.2 -0.4
O -2.366475 9.272620 -9.446168 -0.1 0.1 0.3
H -2.780005 11.557748 -8.291219 0.0 0.0 0.0
H -3.168199 11.784536 -5.843427 0.0 0.0 0.0
H -2.785655 7.463065 -5.384436 0.0 0.4 -0.2
H -2.397645 7.239489 -7.832919 0.0 0.0 0.0
```
Positions in Å, forces in eV/Å.